ORCA calculation (ωB97M-V/def2-TZVPD) on 7 unconnected molecules or ions with the total composition C21H42O21.

Calculated values
spin multiplicity: 1
energy above the lowest of the compared OMol25 structures with the same formula, charge and spin: 123.1 kJ/mol
gap between HOMO and LUMO: 11.273 eV

Geometry as XYZ:
```
84
Properties=species:S:1:pos:R:3:forces:R:3:lowdin_charge:R:1
C -13.811 -1.825 12.762 -0.11 -0.49 0.35 -0.647
H -6.790 -5.162 3.299 -0.02 -0.32 -0.27 0.089
H -12.986 4.229 3.881 -0.17 0.25 0.29 0.096
H -9.596 -4.842 7.522 0.02 0.07 0.47 0.080
H -14.441 3.332 12.172 0.69 -0.30 -0.31 0.091
H -9.178 -2.158 13.098 0.19 0.16 -0.45 0.106
C -7.715 -5.617 5.928 -0.25 1.79 -0.49 -0.625
O -8.683 -6.325 6.479 0.02 -1.30 0.18 -0.005
O -13.667 -2.683 11.934 0.04 -0.20 -0.58 0.109
O -13.143 2.921 10.153 -0.56 -0.07 -0.37 0.116
H -11.293 4.457 3.893 0.42 -0.14 0.56 0.093
C -9.455 0.880 10.182 -0.09 -1.10 1.48 -0.028
H -12.295 5.248 5.175 0.08 -0.02 0.06 0.100
O -9.879 1.312 14.414 0.19 1.08 -0.42 0.003
C -13.896 1.183 7.449 -1.22 -0.03 0.82 -0.038
H -11.910 3.634 8.048 0.00 0.20 0.38 0.077
H -14.339 -4.189 13.744 0.05 0.35 -0.54 0.094
O -12.805 1.822 6.810 0.23 -0.64 -0.09 0.008
O -12.741 4.554 11.664 -0.32 0.08 -0.23 0.016
H -10.094 -6.507 7.929 0.06 -0.08 -0.10 0.095
C -9.252 -5.859 7.706 0.02 0.55 -0.46 -0.015
H -10.034 -1.091 -0.148 -0.19 0.06 0.34 0.093
H -10.383 -2.353 -1.273 -0.23 -0.25 0.03 0.096
C -10.106 -1.716 12.732 -0.41 -0.87 1.40 -0.018
H -13.454 4.054 13.474 -0.23 0.07 0.11 0.096
H -10.272 -1.810 11.667 0.23 0.18 0.00 0.067
C -9.309 1.901 15.579 0.59 -0.16 0.08 -0.037
O -14.230 -2.059 13.992 0.14 0.20 0.71 0.013
H -8.964 -4.229 3.283 0.28 -0.25 0.73 0.081
C -10.459 -0.839 8.885 0.73 0.40 -0.30 -0.613
H -9.707 -2.948 4.264 0.15 0.04 -0.04 0.100
C -13.331 -0.178 11.254 -1.05 0.81 -0.31 -0.015
O -10.245 0.454 9.087 -0.14 1.06 -0.44 0.006
C -10.176 -2.889 1.562 1.34 -0.82 0.33 -0.628
C -10.797 -1.818 -0.418 0.30 0.07 -0.33 -0.034
C -6.264 -5.735 4.061 1.25 1.47 -0.08 -0.054
H -10.392 3.147 8.773 0.04 0.20 -0.17 0.090
O -10.692 -3.582 2.565 -1.78 -0.28 0.56 0.003
C -12.556 3.898 10.527 1.39 -0.32 0.20 -0.591
O -13.586 -0.526 12.632 0.43 -0.08 -0.70 0.026
H -10.363 -4.565 4.406 -0.39 -0.28 -0.54 0.096
C -11.683 -2.194 7.387 1.26 -0.81 0.19 -0.025
O -9.565 -0.753 15.234 0.41 -0.36 0.23 0.138
C -14.769 -3.341 14.266 -0.72 -0.29 1.26 -0.044
H -9.862 1.572 16.453 0.11 0.20 0.17 0.098
O -11.468 4.428 9.952 -0.74 0.55 0.51 0.006
H -10.879 -2.270 13.277 -0.13 0.08 -0.19 0.099
H -14.272 0.222 10.865 -0.04 -0.07 -0.03 0.099
C -9.825 -0.007 14.332 -0.48 -0.34 0.31 -0.639
H -10.011 1.588 10.796 -0.14 0.19 -0.35 0.095
H -5.574 -5.017 4.521 -0.55 0.06 0.55 0.098
H -15.854 -3.260 14.170 0.05 -0.30 -0.53 0.099
O -12.020 3.185 5.351 0.99 0.14 0.20 0.002
H -14.782 1.044 6.829 0.33 0.15 -0.51 0.100
H -13.604 0.205 7.816 0.52 0.11 -0.07 0.080
C -12.142 4.361 4.565 -0.84 -0.10 -1.10 -0.043
H -14.587 5.010 12.430 0.30 0.26 0.30 0.095
H -10.877 -2.696 6.842 0.04 0.18 -0.12 0.081
H -9.277 2.981 15.454 -0.68 -0.02 -0.12 0.092
H -12.511 -2.071 6.699 -0.26 0.16 0.34 0.097
H -14.241 1.787 8.290 0.25 -0.01 0.06 0.083
C -9.895 -3.871 3.717 1.12 0.89 -0.83 -0.017
C -11.081 3.989 8.665 0.09 -0.59 -0.50 -0.017
C -13.123 2.795 5.978 -0.45 0.03 -0.42 -0.651
O -14.224 3.237 5.785 -0.23 0.18 0.11 0.132
O -7.179 -6.332 4.943 -0.02 -0.97 0.35 0.010
H -11.738 -1.343 -0.677 0.06 0.07 -0.12 0.093
O -11.236 -0.916 7.817 -0.70 0.19 -0.35 -0.003
O -9.010 -2.584 1.471 -0.29 0.39 -0.01 0.117
O -11.114 -2.709 0.652 -0.34 0.35 -0.06 0.014
O -10.180 -0.345 13.108 0.01 0.40 -0.97 -0.014
H -5.548 -6.451 3.665 -0.75 -0.58 -0.23 0.095
H -10.609 4.849 8.194 0.11 -0.17 0.00 0.102
H -8.517 -5.906 8.506 -0.01 0.16 0.00 0.104
C -13.856 4.200 12.477 -0.68 0.13 0.19 -0.031
H -8.480 1.289 9.931 -0.12 -0.01 -0.59 0.103
H -13.100 -1.058 10.662 0.51 0.13 0.12 0.085
H -12.649 0.663 11.186 0.45 -0.33 0.26 0.080
H -9.315 0.009 10.827 0.33 0.25 -0.05 0.071
H -11.845 -2.837 8.253 -0.62 0.10 -0.06 0.099
H -8.251 1.640 15.657 -0.14 -0.45 0.16 0.099
O -9.969 -1.741 9.507 -0.27 -0.53 0.08 0.120
O -7.466 -4.456 6.184 0.20 -0.79 0.05 0.113
H -14.634 -3.541 15.331 0.33 0.29 -0.05 0.093
```
Forces are in eV/Å.


ORCA calculation (ωB97M-V/def2-TZVPD) on a molecular structure, C12H24AuN4OSTa.

Calculated values
spin multiplicity: 1
energy above the lowest of the compared OMol25 structures with the same formula, charge and spin: 67.4 kJ/mol
gap between HOMO and LUMO: 5.747 eV
net charge: +2

Geometry as XYZ:
```
44
Properties=species:S:1:pos:R:3:forces:R:3:lowdin_charge:R:1
H -1.341 4.193 0.577 0.31 0.05 0.22 0.094
H -0.007 -4.196 1.736 0.03 0.52 0.08 0.116
H -0.642 -0.794 -2.431 -0.36 -0.20 -0.01 0.022
N 2.056 -0.544 0.975 -0.99 0.46 -0.67 -0.082
C 3.002 -0.890 1.682 2.91 -0.55 1.54 -0.331
H -0.865 4.123 -1.751 0.32 0.01 -0.10 0.102
H 0.575 3.286 -2.418 0.03 0.14 -0.04 0.060
O 3.951 -1.186 2.316 -3.17 0.83 -1.92 0.258
Ta 0.319 -0.061 0.198 0.80 -2.72 3.23 1.416
C -1.736 1.815 -0.597 0.03 -0.07 -0.46 -0.104
C -1.170 -1.556 -1.824 -0.43 0.03 -0.10 -0.125
C -1.719 -3.828 -0.279 -0.10 -0.10 0.06 -0.023
H -1.941 2.141 -1.626 -0.10 -0.10 0.41 0.107
C 1.846 2.914 0.050 0.04 0.33 0.28 -0.053
H 2.335 2.310 -0.739 -0.02 0.15 0.17 0.058
H 1.663 -3.111 -0.660 -0.20 -0.23 0.00 0.082
H -2.565 -3.306 0.183 0.07 -0.19 -0.05 0.105
H -1.039 -2.510 -2.353 -0.09 0.53 0.05 0.092
H -1.917 -3.965 -1.348 -0.03 -0.04 0.26 0.088
H 1.984 2.423 1.027 0.09 0.16 -0.25 0.092
H 0.851 -2.635 1.728 -0.27 -0.19 -0.02 0.057
H 2.351 3.891 0.066 0.03 -0.40 0.11 0.121
C -0.415 -3.070 -0.015 0.13 -0.69 0.07 -0.654
H -0.310 3.377 1.809 -0.02 0.26 -0.17 0.089
H -1.637 -4.831 0.160 -0.07 0.29 -0.08 0.113
C 0.332 0.012 3.396 1.81 -0.50 1.77 -0.738
C 0.730 -3.670 -0.830 0.22 -0.27 -0.01 -0.025
S -0.905 0.346 2.277 0.12 -0.01 0.09 0.650
H -0.917 -2.693 2.067 0.27 -0.18 -0.10 0.082
H 0.243 4.878 0.992 -0.22 -0.29 0.08 0.121
H -2.228 2.491 0.115 0.26 -0.29 -0.12 0.106
H 0.765 4.820 -1.531 -0.27 -0.30 -0.14 0.123
C -0.099 -3.128 1.474 -0.13 -0.14 0.15 -0.052
H 0.505 -3.652 -1.904 0.16 -0.15 0.24 0.086
C 0.374 3.144 -0.244 0.18 -0.04 -0.30 -0.673
N 1.158 -0.209 4.206 -1.99 0.53 -2.04 0.142
N -0.559 -1.667 -0.479 0.60 1.90 -0.45 -0.273
C 0.190 3.881 -1.572 -0.06 0.38 0.27 -0.027
Au 0.887 0.933 -2.202 -0.08 0.62 -0.48 0.834
N -0.261 1.795 -0.348 -0.31 0.13 -1.48 -0.340
H 0.881 -4.717 -0.526 0.01 0.33 -0.18 0.115
C -0.314 3.938 0.865 0.04 0.13 0.25 -0.010
H -2.243 -1.305 -1.774 0.40 -0.18 -0.08 0.109
H -2.169 0.814 -0.450 0.06 0.06 -0.08 0.070
```
Forces are in eV/Å.


ORCA calculation (ωB97M-V/def2-TZVPD) on 2 unconnected molecules or ions with the total composition C12H13N2O4S.

Calculated values
spin multiplicity: 1
gap between HOMO and LUMO: 7.135 eV
net charge: +1

Geometry as XYZ:
```
32
Properties=species:S:1:pos:R:3:forces:R:3:lowdin_charge:R:1
C -0.999 1.391 4.708 -0.61 -0.40 0.62 -0.160
H 5.290 -0.914 -0.252 -2.44 0.18 -0.90 0.105
C -3.090 -0.364 -1.821 4.41 -0.06 -1.62 -0.005
C 2.238 -1.589 -2.562 2.07 1.82 3.23 0.035
O -2.242 2.544 1.840 1.91 -1.40 0.05 -0.204
H -4.205 -0.068 -3.902 2.86 -0.31 0.97 0.122
H -0.228 -0.490 3.934 -0.08 0.02 0.11 0.134
C 3.798 -1.762 -2.033 -3.85 3.14 2.18 0.028
C -0.623 -0.255 -3.890 -3.14 -0.40 2.74 -0.047
H 4.542 -2.495 -2.573 -1.64 1.69 1.28 0.116
C 4.208 -0.864 -0.694 -3.98 0.58 -1.50 -0.001
S -1.133 1.706 2.233 -1.21 0.68 0.88 0.693
N 1.670 0.230 -0.550 2.80 -2.96 -2.52 0.064
C 3.106 0.134 -0.003 0.34 -2.69 -3.05 0.038
H 3.444 0.786 0.931 -1.26 -1.47 -2.29 0.143
H -1.387 -0.676 0.015 -0.25 0.26 -2.53 0.092
C -1.189 0.020 4.065 0.69 -0.17 0.65 -0.166
C 1.186 -0.565 -1.775 2.15 -0.95 0.04 -0.043
C -3.109 -0.187 -3.439 1.13 -0.25 1.41 -0.086
H 0.950 0.854 -0.089 1.06 -0.77 -0.36 0.087
N -2.005 -0.153 -4.441 1.32 -0.45 5.80 -0.001
O -0.010 1.427 1.365 -0.95 0.44 0.56 -0.281
C -0.392 -0.444 -2.292 -0.55 0.12 0.49 -0.103
H -4.079 -0.363 -1.156 2.46 -0.02 -1.79 0.111
H -1.949 1.784 5.086 0.11 -0.07 -0.01 0.140
O -0.552 2.246 3.657 0.06 -0.58 -1.53 -0.179
H -1.863 -0.620 4.639 -0.05 0.17 -0.32 0.144
H 1.906 -2.218 -3.497 0.44 1.54 2.17 0.112
H 0.286 -0.214 -4.663 -2.29 -0.06 2.01 0.132
O -1.726 0.285 2.771 0.14 1.19 -0.67 -0.201
H -0.267 1.369 5.519 0.00 0.13 -0.32 0.144
C -1.575 -0.535 -1.131 -1.65 1.04 -5.79 0.038
```
Forces are in eV/Å.


ORCA calculation (ωB97M-V/def2-TZVPD) on 2 unconnected molecules or ions with the total composition C30H29N2.

Calculated values
spin multiplicity: 1
energy above the lowest of the compared OMol25 structures with the same formula, charge and spin: 0.0 kJ/mol
gap between HOMO and LUMO: 7.343 eV
net charge: +1

Geometry as XYZ:
```
61
Properties=species:S:1:pos:R:3:forces:R:3:lowdin_charge:R:1
H -5.013 1.399 1.910 0.09 -0.06 0.05 0.117
C -4.110 -1.803 -1.375 0.23 0.20 0.27 -0.072
C 3.280 3.904 -0.003 -0.14 -0.57 0.41 -0.049
C 4.163 -2.636 0.835 -0.10 -0.11 -0.21 -0.055
C 1.273 2.202 -0.863 -0.65 0.48 0.42 -0.114
H -4.903 -1.127 -1.704 0.20 -0.36 -0.01 0.108
H -1.182 4.022 0.105 -0.82 -0.36 0.26 0.149
H 6.250 -3.113 1.063 -0.27 -0.11 -0.20 0.105
C -2.088 -3.502 -0.425 -0.02 0.57 -0.53 -0.045
N -0.063 1.704 -0.913 0.10 1.17 1.10 0.018
H -0.753 -1.501 1.466 -0.13 -0.85 0.00 0.126
H 1.235 2.248 3.111 -0.60 -0.23 -0.11 0.097
C -0.689 -1.638 0.379 0.21 0.82 -0.69 -0.149
H -1.281 0.583 -2.221 0.23 0.37 0.10 0.099
C 1.606 2.299 0.495 -0.71 0.57 -0.02 -0.122
C -2.061 3.460 0.496 0.12 0.02 0.04 -0.036
H 1.941 -1.276 1.246 -0.21 -0.65 -0.18 0.116
H -5.111 -3.618 -1.952 -0.03 -0.02 -0.11 0.104
C 0.257 2.044 2.646 -0.23 0.21 0.78 0.025
H -0.224 1.813 -2.969 -0.17 -0.19 0.21 0.094
H -3.258 5.194 0.661 -0.48 -0.73 0.25 0.125
H 1.582 2.922 -2.870 0.43 0.26 0.52 0.120
H 6.171 -5.013 -0.564 -0.48 0.27 0.05 0.107
H -0.191 1.125 3.074 0.38 0.54 -0.20 0.113
H 3.550 4.352 -2.085 -0.12 0.10 -0.02 0.113
H -1.233 -4.105 -0.102 -0.65 -0.09 -0.02 0.122
C -2.952 1.295 1.282 0.26 1.03 -0.41 -0.011
C 5.315 -3.364 0.558 -0.01 -0.53 -0.33 -0.080
H 4.085 4.552 0.330 -0.19 0.02 -0.21 0.115
C -1.961 -2.122 -0.314 0.45 0.07 0.92 -0.220
C 2.889 -4.025 -0.699 0.37 0.43 0.46 -0.026
C -4.162 1.952 1.533 0.01 0.20 0.06 -0.042
H -0.616 -0.621 0.086 0.15 1.33 -0.49 0.050
H -2.863 -0.151 -0.682 -0.10 -1.00 -0.14 0.081
C 2.941 -2.931 0.213 1.39 -0.70 -0.64 -0.240
H -3.253 -5.093 -1.158 -0.33 -0.08 -0.13 0.108
C -0.553 1.786 0.346 1.28 -2.09 -0.19 -0.202
C -0.868 1.598 -2.111 -0.44 -0.02 -0.82 0.027
C 0.615 -2.291 -0.096 -0.70 0.77 1.87 -0.065
C -4.223 -3.190 -1.512 0.06 0.38 0.20 -0.078
C -3.209 -4.020 -1.051 0.16 -0.39 0.13 -0.069
H 4.011 -5.605 -1.673 -0.05 0.50 0.37 0.110
C 4.046 -4.756 -0.973 0.00 -0.06 -0.02 -0.082
C -1.934 2.072 0.716 -0.23 0.32 -0.04 -0.169
H 4.193 -1.809 1.545 0.06 -0.17 -0.14 0.106
H -0.433 2.898 2.839 0.54 -0.55 -0.12 0.119
C 5.264 -4.431 -0.357 -0.03 0.37 0.39 -0.082
C 1.805 -2.093 0.514 -1.68 -0.12 -0.89 -0.062
H -1.695 2.329 -2.139 0.36 -0.28 0.26 0.114
H -2.825 0.241 1.479 -0.01 0.02 0.01 0.111
N 0.462 1.870 1.222 -0.27 0.70 -0.93 0.018
H 0.408 -2.993 -0.881 0.60 -0.36 -0.23 0.087
H 2.703 3.274 2.058 0.25 0.23 -0.86 0.120
C -3.236 4.103 0.822 -0.14 -0.10 -0.01 -0.043
H 1.945 -4.292 -1.185 0.47 0.05 0.20 0.103
C 1.914 2.978 -1.823 0.61 -0.37 -0.04 0.011
C -4.303 3.321 1.319 0.43 1.02 -0.29 -0.042
H -5.228 3.862 1.532 0.14 -0.53 0.04 0.118
C 2.573 3.182 0.965 0.37 -0.45 -0.05 0.007
C 2.965 3.791 -1.370 -0.29 -0.51 0.02 -0.047
C -2.971 -1.252 -0.774 0.33 -0.40 -0.10 -0.062
```
Forces are in eV/Å.


- Look up the spin multiplicity of the fourth one.
  1